The following is a DFT calculation (the ωB97M-V functional and the def2-TZVPD basis) of a structure of composition C22H24F8I3NO13P in a non-equilibrium geometry.

Calculated values
HOMO-LUMO gap	7.3	eV
ΔE to the lowest compared entry with this formula, charge and spin	23.8	kcal/mol
E_HOMO	-12.34	eV
net charge	+1
E_LUMO	-5.0	eV

Each line ends with the Löwdin charge.
Geometry (Å):
O -3.25380 -2.23931 2.07517  0.02
C -4.30270 -1.70591 2.27442  -0.83
I -5.76091 -2.55087 3.61619  0.93
C -4.71839 -0.37495 1.59798  -0.13
C -3.92577 -0.20564 0.31476  -0.12
C -4.51426 -0.63112 -0.85163  -0.05
P -6.16447 -1.42149 -0.77474  0.50
O -6.26605 -2.37604 0.31392  -0.25
O -7.21214 -0.20491 -0.52650  -0.08
O -6.61991 -2.14570 -2.11712  -0.06
C -3.78613 -0.41869 -2.01989  0.01
C -4.44863 -0.84950 -3.31528  -0.67
O -4.34528 -1.99889 -3.65436  0.08
O -5.11608 0.08253 -4.03043  -0.51
I -5.13842 -0.42777 -6.00944  1.17
C -2.53322 0.14204 -2.03644  0.05
C -1.72187 0.32736 -3.30937  -0.34
F -0.56591 -0.35553 -3.12254  0.15
F -2.26642 -0.25219 -4.39390  0.12
C -1.42968 1.82278 -3.69592  -0.34
F -0.12499 2.04190 -3.82771  0.19
F -1.97190 2.66273 -2.79914  0.16
C -2.05880 2.24969 -5.06850  -0.56
F -1.82034 3.57230 -5.14910  0.18
F -3.37450 2.11101 -5.08996  0.14
F -1.44773 1.70693 -6.09943  0.21
C -1.99887 0.54361 -0.82425  -0.04
C -0.64094 1.20244 -0.74887  -0.06
C -0.65515 2.70202 -0.26821  -0.11
C 0.35433 2.97487 0.86570  -0.19
F 1.33681 3.82371 0.36207  -0.05
N -2.69050 0.34265 0.31439  0.10
C -2.16289 0.70098 1.63270  -0.10
C -2.72144 2.06967 2.12197  -0.84
O -3.56344 2.65094 1.50074  0.04
I -1.93623 2.78478 3.98228  0.98
H -4.47052 0.39139 2.34091  0.12
H -5.79255 -0.29299 1.45913  0.10
H -6.89290 0.56008 -1.03426  0.10
H -6.99760 -1.49656 -2.73349  0.10
H -0.03643 0.63874 -0.02702  0.13
H -0.08553 1.19705 -1.67753  0.11
H -0.29582 3.30532 -1.10455  0.12
H -1.66003 3.06496 -0.05043  0.10
H 0.89749 2.06953 1.16279  0.12
H -0.08123 3.50078 1.71466  0.07
H -2.39208 -0.06108 2.37716  0.12
H -1.07475 0.78087 1.65971  0.12
C 1.06866 -2.80226 3.27794  -0.04
O 1.55104 -1.60786 2.65427  -0.02
C 2.80509 -1.27925 2.99095  -0.63
O 3.51180 -1.88769 3.74288  0.15
O 3.12097 -0.15782 2.34194  -0.01
C 4.44770 0.32190 2.60620  -0.02
H 0.05079 -2.95786 2.92762  0.09
H 1.67468 -3.65871 2.98884  0.10
H 1.05585 -2.69251 4.36097  0.10
H 5.19189 -0.40816 2.29297  0.09
H 4.56584 0.55927 3.66185  0.10
H 4.58432 1.22998 2.02534  0.09
C 7.18667 -2.69483 -0.39540  -0.04
O 8.55317 -2.35283 -0.17031  0.01
C 8.73623 -1.38947 0.73201  -0.62
O 7.86801 -0.81683 1.33889  0.11
O 10.04296 -1.17194 0.84522  0.01
C 10.39232 -0.15565 1.78722  -0.04
H 7.17435 -3.48282 -1.14347  0.09
H 6.72792 -3.06903 0.51896  0.10
H 6.63330 -1.83741 -0.77675  0.09
H 10.06104 -0.42858 2.78776  0.10
H 9.96818 0.80311 1.49334  0.10
H 11.47581 -0.07727 1.78409  0.10

Force components x, y, z for each atom (eV/Å):
-0.3 0.5 0.0
-0.6 -0.7 0.0
0.5 0.4 -0.3
1.0 0.1 0.8
-1.4 -0.3 0.8
0.4 0.3 -0.7
-2.2 -1.1 0.7
0.8 -0.2 0.5
1.4 0.0 -0.9
0.5 1.5 0.1
-1.5 0.0 -1.2
0.0 -1.3 -1.2
0.3 0.7 0.4
0.8 -0.3 0.5
-0.5 0.1 0.2
-0.3 0.2 0.1
0.8 -0.4 0.2
0.3 0.3 0.0
-0.6 0.1 0.1
-0.7 -0.2 -1.3
0.3 0.0 0.5
0.1 0.0 0.4
0.7 1.7 0.3
0.0 0.0 0.1
-0.1 -0.6 -0.1
-0.4 -0.7 -0.1
1.5 0.5 -0.4
0.0 0.7 1.0
0.3 -0.3 0.0
0.2 0.3 -0.6
0.0 0.0 0.0
-0.3 -0.3 0.5
0.8 1.1 1.0
-0.7 0.0 -0.7
0.7 -0.4 0.6
-0.2 -0.3 -0.4
-0.1 0.0 -0.2
0.1 -0.2 -0.1
-0.6 0.3 0.2
-0.1 -0.4 -0.3
0.0 -0.1 -0.3
-0.3 -0.5 0.0
-0.1 0.0 0.1
0.1 -0.1 0.1
-0.3 0.1 0.3
0.0 -0.2 0.0
0.0 0.0 -0.2
-0.1 -0.1 -0.3
-0.2 -0.2 0.1
-0.2 0.1 -0.1
0.1 0.1 -0.1
0.0 -0.1 0.0
-0.1 0.1 0.0
0.4 0.1 0.0
0.0 0.2 -0.1
0.1 0.0 0.1
0.1 0.0 0.0
0.0 0.0 0.1
0.0 -0.1 0.0
-0.2 0.0 -0.1
-0.2 -0.1 -0.1
0.0 0.0 0.0
0.2 -0.1 -0.1
-0.1 0.1 0.0
0.0 0.0 0.0
0.2 0.2 0.2
0.2 0.0 0.0
0.0 0.1 0.0
0.0 0.0 0.1
-0.1 0.0 0.0
-0.1 0.0 0.1
0.0 -0.1 -0.1